57
Properties=species:S:1:pos:R:3:forces:R:3 method="wB97M-V/def2-TZVPD" total_charge=+2 energy_ha=-2674.200803 multiplicity=5 e_lumo_ev="-5.651 / -8.951" orbital_gap_ev="6.50 / 4.79"
Pt -0.594873 0.118373 -0.676012 -0.4 -0.1 -0.5
S -2.556307 -1.173504 -1.539674 0.1 0.2 0.2
C -3.230614 -1.476522 0.034711 -0.1 -0.2 0.1
C -3.843654 -0.564466 0.882140 0.1 0.1 -0.1
C -4.353181 -1.005797 2.089450 -0.1 0.1 0.2
C -4.982719 -0.043213 2.954451 0.0 -0.1 -0.1
N -5.483633 0.755880 3.611009 0.1 0.0 0.0
C -4.257284 -2.369517 2.487158 -0.1 0.1 0.2
C -3.657762 -3.280533 1.658793 0.1 0.0 -0.2
C -3.138080 -2.839706 0.417663 -0.2 0.1 0.2
S -2.390010 -3.806160 -0.731013 0.2 -0.1 -0.1
C -4.774677 -2.786198 3.765713 0.0 0.0 -0.1
N -5.177936 -3.134025 4.782954 0.0 0.0 -0.1
H -3.926081 0.482417 0.626174 0.0 0.0 0.0
H -3.583595 -4.320633 1.948647 0.0 0.0 0.0
N -2.523827 3.886987 -1.284525 0.1 0.1 0.0
C -2.685683 2.564395 -1.255235 -0.1 0.0 0.0
N -1.532191 2.009047 -0.940188 0.4 0.1 0.0
C -0.683414 3.077134 -0.804940 0.2 -0.1 0.0
N -1.250837 4.234685 -1.004688 -0.3 -0.1 0.0
C 0.750423 2.840509 -0.577845 -0.3 0.1 0.0
C 1.635212 3.770861 -0.040215 0.2 0.1 0.0
N 2.928524 3.497630 0.099371 -0.2 -0.1 -0.1
C 3.332682 2.300717 -0.331620 0.0 0.1 0.0
C 2.450802 1.357273 -0.833096 0.0 -0.1 -0.1
N 1.148943 1.622886 -0.936854 0.3 0.0 0.3
H -3.207912 4.599854 -1.491666 0.0 0.0 0.0
H -3.611441 2.058559 -1.479399 0.0 0.0 0.0
H 1.282476 4.743062 0.283880 0.0 0.0 0.0
H 4.396579 2.093050 -0.281833 0.0 0.0 0.0
H 2.780352 0.385902 -1.183782 0.0 0.0 0.1
C 4.863992 -0.870224 1.012113 0.0 0.1 0.1
N 5.001572 0.165427 2.043034 0.2 -0.1 -0.1
C 6.351808 0.747850 2.124195 -0.1 0.0 0.0
C 3.993681 0.595823 2.797929 -0.2 0.1 0.0
S 2.349908 0.436133 2.227466 0.1 0.0 0.0
N 4.178758 1.165633 3.982201 0.0 0.0 0.2
C 5.309377 0.811486 4.863441 -0.1 0.0 -0.1
C 3.146243 1.982257 4.648689 0.1 0.0 -0.1
H 5.455780 -1.740562 1.295059 0.0 0.0 0.0
H 5.241317 -0.487168 0.064742 0.0 0.0 0.0
H 3.828364 -1.169858 0.890886 0.0 0.0 0.1
H 6.699679 0.915441 1.106543 0.0 0.0 0.0
H 7.050262 0.076879 2.621064 0.0 0.0 0.0
H 6.324076 1.703390 2.635962 0.0 0.0 0.0
H 5.762668 -0.122557 4.547467 0.0 0.0 -0.1
H 4.909147 0.676023 5.866013 0.0 0.0 0.0
H 6.056142 1.602480 4.890742 0.0 0.0 0.0
H 2.511151 2.472314 3.917773 0.0 0.0 0.0
H 3.652779 2.745317 5.235100 0.0 0.0 0.0
H 2.542615 1.366684 5.314714 0.0 0.0 0.0
C 1.376970 -3.960561 0.123092 -0.1 0.3 0.0
C 0.858117 -2.597058 -0.035558 0.3 -0.5 0.1
N 0.460331 -1.530732 -0.158220 -0.1 -0.1 -0.1
H 0.567953 -4.679289 0.000890 0.0 0.0 0.0
H 1.806905 -4.082608 1.115672 0.0 0.0 0.0
H 2.135407 -4.156819 -0.632794 0.0 0.0 0.0

=====

56
Properties=species:S:1:pos:R:3:forces:R:3 method="wB97M-V/def2-TZVPD" total_charge=+2 energy_ha=-4924.583987 e_lumo_ev=-8.334 orbital_gap_ev=5.94
V 0.510289 0.047359 -1.060275 -0.3 -0.4 -0.4
O -0.847888 1.641668 0.943961 0.0 0.1 -0.1
C -1.317199 2.957453 0.599814 0.0 -0.1 0.1
C -0.282719 3.680970 -0.225690 0.0 0.0 0.0
N 0.104203 2.892610 -1.406883 0.0 -0.1 -0.1
C -0.880425 2.849037 -2.464571 0.1 0.1 0.1
C -1.093482 1.473015 -3.070908 0.2 -0.2 0.1
O -1.876002 1.126857 -3.862028 0.0 0.0 -0.1
O -0.114456 0.523774 -2.564602 -0.2 0.1 -0.2
C 1.470995 3.105242 -1.839716 0.0 0.0 -0.1
C 2.353875 1.885403 -1.642312 -0.2 -0.2 0.5
O 3.334748 1.598962 -2.230172 0.1 0.0 0.0
O 1.865822 1.024442 -0.611515 0.5 0.4 -0.2
H -0.461305 1.651925 1.826325 0.0 0.0 0.0
H -1.556978 3.533295 1.492922 0.0 0.0 0.0
H -2.245557 2.818410 0.046187 0.0 0.0 0.0
H 0.612605 3.831087 0.376531 0.0 0.0 0.0
H -0.658304 4.671907 -0.505677 0.0 0.0 0.0
H -0.649412 3.511353 -3.305703 0.0 0.0 0.0
H -1.858830 3.148802 -2.090287 0.0 0.0 0.0
H 1.945196 3.921180 -1.290864 0.0 0.0 0.0
H 1.542967 3.359779 -2.898631 0.0 0.0 0.0
C 2.174663 -0.876803 -4.706191 0.1 0.0 0.1
N 3.248669 -1.008613 -3.724226 0.0 -0.1 -0.1
C 3.145075 -1.418192 -2.460717 -0.1 0.1 -0.1
Se 1.594439 -2.032133 -1.563390 -0.1 0.1 0.1
N 4.360839 -1.451506 -1.910727 0.0 0.0 0.0
C 5.304530 -1.047622 -2.843932 0.0 0.0 0.1
C 6.687849 -0.912919 -2.773504 0.0 0.0 0.0
C 7.310515 -0.484767 -3.924215 0.0 0.0 0.0
C 6.590219 -0.199354 -5.101048 0.0 0.0 0.0
C 5.221079 -0.331529 -5.167160 0.0 0.0 0.0
C 4.593255 -0.765552 -4.002384 -0.1 0.0 -0.1
H 1.227409 -1.121567 -4.236597 0.0 0.0 0.0
H 2.358428 -1.560271 -5.532112 0.0 0.0 0.0
H 2.151985 0.146592 -5.074680 0.0 0.0 0.0
H 4.539565 -1.742906 -0.961851 0.0 0.0 0.0
H 7.242896 -1.137416 -1.873041 0.0 0.0 0.0
H 8.385280 -0.366855 -3.928645 0.0 0.0 0.0
H 7.132052 0.128592 -5.977325 0.0 0.0 0.0
H 4.673096 -0.118637 -6.074749 0.0 0.0 0.0
O -2.839205 0.424418 -0.647179 0.1 0.1 0.2
C -3.463861 -0.764757 -0.392805 0.1 0.1 0.0
C -4.826535 -0.819863 -0.629814 0.0 0.0 0.0
C -5.527809 -1.988918 -0.393695 0.0 0.0 0.0
C -4.886826 -3.128938 0.089113 0.0 0.0 0.0
C -3.531007 -3.095840 0.302607 0.0 0.0 0.0
C -2.795347 -1.918808 0.055590 0.1 -0.1 -0.1
C -1.366352 -2.090896 0.179168 -0.2 0.1 -0.1
O -0.683419 -3.007065 0.431500 0.2 -0.1 0.0
O -0.579324 -0.824723 -0.159054 0.0 0.0 0.4
H -2.164002 0.603293 0.032084 -0.2 -0.1 0.0
H -5.324314 0.072542 -0.983193 0.0 0.0 0.0
H -6.594185 -2.010120 -0.577404 0.0 0.0 0.0
H -5.446728 -4.032025 0.285267 0.0 0.0 0.0
H -3.003571 -3.973372 0.651606 0.0 0.0 0.0

=====

53
Properties=species:S:1:pos:R:3:forces:R:3 method="wB97M-V/def2-TZVPD" total_charge=+2 energy_ha=-2424.180361 e_lumo_ev=-7.406 orbital_gap_ev=6.75
Zr 0.181962 -1.306972 -0.213628 1.4 -1.2 -1.0
C 3.901488 -2.439419 4.195304 0.0 -0.1 0.0
S 4.217024 -1.887105 2.514356 0.2 0.1 0.0
C 2.647172 -1.775419 1.847927 0.3 0.2 0.1
S 2.664070 -1.130690 0.196206 -0.5 -0.4 0.3
N 1.614183 -2.096314 2.572567 -0.4 0.1 -0.4
N 0.432139 -1.981898 1.867257 0.6 -0.1 0.9
C -0.647654 -2.107192 2.535151 -0.7 -0.1 0.2
C -1.928096 -2.079467 1.804950 0.4 -0.1 0.1
C -3.135657 -2.194535 2.439309 -0.4 0.0 0.3
C -4.297946 -2.191665 1.673374 -0.1 0.0 0.2
C -4.212150 -2.076587 0.299466 -0.2 0.0 -0.1
C -2.964116 -1.960599 -0.275206 0.3 0.0 0.1
N -1.840292 -1.963569 0.458770 -0.4 -0.2 0.2
H 4.869118 -2.378746 4.689758 0.0 0.0 0.0
H 3.542847 -3.465807 4.199332 0.0 0.0 0.0
H 3.189627 -1.782027 4.686238 0.0 0.0 0.0
H -0.615911 -2.253328 3.609372 0.0 -0.1 0.1
H -3.172270 -2.287214 3.517215 0.0 0.0 0.0
H -5.264365 -2.283969 2.153455 0.0 0.0 0.0
H -5.094492 -2.077992 -0.324711 0.0 0.0 0.0
H -2.850154 -1.868113 -1.345952 0.0 0.0 -0.1
C 0.212744 6.613585 -1.892363 0.0 -0.1 0.1
C 0.185446 5.140571 -1.611835 0.0 0.2 0.0
C -0.005322 4.226206 -2.643837 0.0 0.0 -0.1
C -0.050554 2.866396 -2.421588 0.1 0.0 -0.1
C -0.253186 1.983818 -3.631468 0.0 0.0 0.2
C 0.076133 2.412554 -1.072256 -0.1 0.1 -0.2
C 0.292642 3.329393 -0.001562 0.0 0.0 0.2
C 0.513444 2.929909 1.440209 0.0 0.1 -0.1
C 0.349518 4.668224 -0.308681 0.0 0.2 0.0
C -0.048798 1.043617 -0.771236 -0.1 -0.1 -0.2
O 0.038071 0.069501 -1.675346 0.0 0.7 -0.3
O -0.232940 0.566563 0.425296 -0.4 1.0 0.1
H 0.262850 6.819220 -2.959472 0.0 0.0 0.0
H 1.062817 7.086962 -1.398629 0.0 0.0 0.0
H -0.691673 7.083452 -1.496064 0.0 0.0 0.0
H -0.112845 4.592636 -3.658271 0.0 0.0 0.1
H -0.359755 2.610180 -4.513608 0.0 0.0 0.0
H -1.150460 1.370357 -3.546973 0.0 0.0 0.0
H 0.588933 1.311791 -3.790261 0.0 0.0 0.0
H 1.162071 2.060434 1.541796 0.0 0.1 0.0
H -0.428835 2.693823 1.937656 0.0 0.0 -0.1
H 0.973028 3.760414 1.970751 0.0 0.0 0.0
H 0.536678 5.378026 0.489641 0.0 0.0 -0.1
S 1.541420 -4.887679 -2.917911 0.2 -0.4 -0.3
C 0.751505 -5.495153 -1.534516 0.1 -0.2 -0.1
C 0.210276 -4.482931 -0.831367 -0.1 0.5 -0.1
N 0.425675 -3.226131 -1.387907 -0.2 -0.5 -0.2
C 1.128916 -3.325688 -2.504696 -0.2 0.1 0.1
H 0.718458 -6.552050 -1.313876 0.0 0.1 0.0
H -0.355486 -4.584214 0.080433 0.0 0.0 0.1
H 1.422702 -2.475166 -3.102581 0.0 0.0 0.0

=====

51
Properties=species:S:1:pos:R:3:forces:R:3 method="wB97M-V/def2-TZVPD" total_charge=0 energy_ha=-1333.421336 e_lumo_ev=0.618 orbital_gap_ev=8.91
C -0.735907 0.016110 3.290683 -0.1 -0.3 0.3
O -0.399349 0.696513 2.098572 0.0 0.1 -0.3
C -1.404977 1.203933 1.327869 -0.1 0.3 -0.2
C -2.753700 1.016032 1.610209 0.1 -0.1 0.2
C -3.728506 1.571236 0.801571 0.1 0.1 0.0
C -3.380228 2.349076 -0.288240 -0.1 0.0 0.0
C -2.044032 2.546923 -0.571127 0.1 0.0 0.1
C -1.043531 1.969712 0.205480 -0.2 0.1 0.3
C 0.356252 2.237898 -0.232419 0.1 -0.1 0.0
O 0.659931 3.236313 -0.851152 0.0 0.1 0.0
N 1.236686 1.226545 0.041731 0.1 -0.3 0.1
C 2.584898 1.252986 -0.275156 0.4 0.4 -0.2
C 3.391490 2.325353 -0.604177 -0.2 0.0 0.1
C 4.651875 1.761218 -0.824388 -0.3 -0.2 0.1
N 4.628650 0.457920 -0.647217 0.8 -0.3 -0.2
N 3.368657 0.139084 -0.313789 -0.1 0.4 0.1
C 3.096314 -1.269696 -0.132341 0.0 -0.6 -0.1
C 2.385261 -1.874796 -1.353640 0.0 0.2 0.1
C 0.911859 -1.484781 -1.418056 0.0 0.0 -0.6
N 0.247387 -1.746885 -0.153617 0.2 0.0 0.2
C -1.093809 -1.659154 0.048889 0.2 0.1 0.0
O -1.592763 -2.022500 1.106036 -0.3 -0.1 0.0
C -1.966734 -1.117333 -1.011146 -0.2 0.3 -0.5
C -3.367054 -1.402211 -1.000533 -0.2 0.3 -0.4
C -3.901998 -0.721575 -2.042253 -0.3 -0.7 0.7
O -2.948575 -0.030977 -2.690570 0.1 0.4 -0.5
C -1.787918 -0.268678 -2.072938 0.4 -0.5 0.6
C 1.049824 -2.374663 0.880638 0.0 -0.1 0.5
C 2.327395 -1.588029 1.165304 -0.1 -0.1 -0.1
H -1.290628 -0.899695 3.069877 0.0 0.1 0.0
H -1.314586 0.655079 3.962746 0.0 0.0 0.0
H 0.214467 -0.232395 3.761671 -0.1 0.0 0.0
H -3.053021 0.415194 2.452469 0.0 -0.1 0.1
H -4.767988 1.395584 1.034751 -0.1 0.0 0.0
H -4.140698 2.793247 -0.911280 -0.1 0.0 -0.1
H -1.737002 3.153389 -1.409999 0.0 0.1 -0.1
H 0.881053 0.433204 0.555063 0.0 0.1 0.0
H 3.094310 3.349032 -0.674935 -0.1 0.2 0.0
H 5.563638 2.253671 -1.097069 0.2 0.1 -0.1
H 4.100721 -1.704780 -0.089658 -0.2 0.1 0.0
H 2.880227 -1.526014 -2.260815 0.0 -0.1 0.0
H 2.489977 -2.959354 -1.315137 0.0 0.0 0.0
H 0.414310 -2.038832 -2.223576 0.1 0.1 0.0
H 0.849021 -0.420032 -1.654765 0.0 -0.1 -0.1
H -3.863424 -2.034785 -0.295358 -0.2 -0.1 0.1
H -4.903566 -0.646888 -2.415381 -0.1 0.1 -0.1
H -0.939555 0.251780 -2.467653 0.1 0.1 -0.1
H 1.300546 -3.399086 0.581140 0.0 0.0 0.1
H 0.427877 -2.432211 1.775688 0.1 -0.1 -0.2
H 2.094633 -0.665748 1.698378 0.0 0.0 0.1
H 2.952279 -2.185911 1.829601 0.0 0.1 0.0

=====

Relative energy (zero: lowest compared OMol25 entry of this formula, charge and spin)
In order: 184.68 3.46 14.56 256.04
Unit: kJ/mol